A 13-piece molecular cluster, C26H78O13 overall at a distorted geometry. Source: the OMol25 dataset; level of theory: ωB97M-V with the def2-TZVPD basis set.

Structure (XYZ):
```
117
Properties=species:S:1:pos:R:3:forces:R:3
C -0.999 -2.519 2.856 0.1 -0.6 -0.8
C -1.224 -3.833 3.573 -1.1 -0.5 0.2
O -2.578 -4.330 3.243 1.2 0.4 0.2
H -1.186 -2.666 1.784 -0.1 0.0 0.1
H 0.055 -2.228 2.914 -0.2 0.2 0.3
H -1.667 -1.743 3.211 0.1 0.2 0.2
H -1.151 -3.683 4.663 0.0 -0.1 -0.3
H -0.483 -4.588 3.279 -0.1 0.2 0.0
H -2.631 -5.263 3.496 0.1 0.3 0.0
C 4.272 -5.208 -1.323 0.0 -0.5 0.2
C 3.601 -4.028 -1.956 -0.4 0.7 -0.4
O 3.528 -4.257 -3.368 -0.1 0.3 0.3
H 3.669 -6.102 -1.502 0.1 0.0 0.0
H 4.355 -5.083 -0.239 0.0 0.0 -0.1
H 5.263 -5.388 -1.738 0.0 0.1 0.0
H 4.129 -3.085 -1.752 0.1 -0.4 -0.1
H 2.595 -3.902 -1.506 0.2 -0.1 -0.3
H 3.201 -3.455 -3.817 0.1 -0.4 0.2
C -0.554 1.163 4.005 -0.9 0.1 0.3
C -0.697 2.423 4.857 0.2 0.3 0.0
O -2.034 2.649 5.282 -0.2 0.1 -0.7
H -0.976 0.329 4.575 0.3 0.0 0.0
H 0.466 0.936 3.706 0.1 0.0 0.1
H -1.199 1.235 3.123 0.2 0.1 -0.1
H -0.317 3.323 4.337 -0.1 -0.3 -0.1
H -0.080 2.328 5.761 -0.2 0.0 -0.1
H -2.590 2.831 4.479 0.6 -0.4 0.7
C -0.096 -1.259 -3.906 0.2 1.4 0.0
C 0.839 -2.423 -3.941 0.0 -0.3 0.2
O 1.932 -2.182 -4.845 -0.3 -0.2 0.0
H -0.931 -1.383 -3.224 -0.1 -0.3 -0.1
H -0.455 -0.973 -4.902 -0.2 -0.3 0.1
H 0.466 -0.380 -3.550 -0.2 -0.2 0.0
H 0.299 -3.353 -4.141 0.2 0.0 -0.3
H 1.298 -2.532 -2.961 0.0 -0.1 0.0
H 1.571 -1.992 -5.719 0.0 -0.1 0.1
C -1.199 3.193 -2.155 -0.6 -0.1 0.4
C -2.352 4.153 -1.904 -0.5 -0.1 0.1
O -3.277 4.105 -3.016 0.7 0.0 0.2
H -0.682 3.407 -3.085 0.1 0.1 0.0
H -1.590 2.173 -2.182 0.1 0.0 -0.2
H -0.518 3.235 -1.301 0.1 0.1 -0.1
H -1.965 5.168 -1.718 -0.2 -0.1 -0.3
H -2.897 3.840 -0.995 0.3 0.1 -0.2
H -3.923 4.811 -2.933 0.0 0.0 0.1
C 4.238 -2.194 1.284 0.0 -0.3 -0.6
C 5.553 -1.879 0.594 0.1 0.0 0.6
O 5.303 -1.380 -0.754 1.0 0.0 0.9
H 3.683 -2.954 0.724 0.0 0.2 0.0
H 3.637 -1.292 1.348 -0.2 0.0 0.1
H 4.404 -2.611 2.279 0.1 0.2 0.0
H 6.198 -2.771 0.603 -0.2 0.1 -0.5
H 6.082 -1.142 1.227 -0.1 0.1 -0.6
H 6.160 -1.068 -1.098 -0.6 -0.2 0.1
C 0.726 0.534 0.853 0.4 -0.7 -0.3
C 0.000 -0.281 -0.225 0.9 -0.5 -0.2
O 0.721 -1.523 -0.586 -0.2 1.5 0.3
H 1.718 0.826 0.492 -0.1 0.1 -0.1
H 0.901 -0.108 1.718 -0.2 0.1 0.1
H 0.185 1.437 1.152 -0.1 -0.3 -0.2
H -0.105 0.346 -1.120 -0.2 -0.2 0.0
H -0.975 -0.612 0.132 0.0 0.1 -0.1
H 1.488 -1.274 -1.156 -0.5 0.0 0.3
C -4.481 0.048 -2.428 0.2 0.0 0.1
C -4.911 -0.030 -0.981 -0.1 -1.4 0.3
O -5.824 -1.146 -0.786 0.1 0.6 -0.1
H -3.648 0.741 -2.571 -0.2 0.1 0.0
H -5.328 0.329 -3.047 0.0 0.1 -0.1
H -4.137 -0.937 -2.750 0.0 0.0 0.0
H -5.443 0.854 -0.647 0.0 0.1 0.0
H -4.067 -0.224 -0.305 0.1 0.4 -0.2
H -5.310 -1.957 -0.873 0.0 0.1 0.0
C -1.672 -5.771 -1.796 -0.2 0.5 -0.2
C -0.786 -4.856 -0.986 -0.2 0.7 0.0
O -0.958 -3.525 -1.518 0.2 -0.3 0.4
H -2.715 -5.480 -1.647 0.0 -0.1 0.0
H -1.546 -6.811 -1.511 0.0 -0.1 0.0
H -1.447 -5.635 -2.856 0.0 -0.2 0.0
H 0.260 -5.193 -1.074 -0.1 0.2 0.2
H -1.126 -4.879 0.066 0.4 0.0 -0.2
H -0.392 -2.866 -1.054 -0.1 -0.5 -0.2
C -2.285 6.200 2.190 0.0 0.3 0.2
C -1.220 5.655 1.277 0.1 0.0 -0.5
O -1.186 4.221 1.361 0.5 0.0 0.0
H -3.262 5.846 1.862 -0.1 -0.1 0.2
H -2.307 7.292 2.137 0.1 -0.1 -0.1
H -2.115 5.928 3.233 -0.1 -0.1 0.0
H -0.234 6.087 1.481 -0.1 -0.2 0.2
H -1.496 5.975 0.259 0.3 -0.3 0.1
H -0.266 3.882 1.232 -0.7 0.6 -0.1
C 4.404 -0.391 -4.120 0.7 0.0 0.4
C 3.240 0.138 -3.306 -0.3 0.0 0.0
O 2.901 -0.710 -2.195 1.1 -0.1 0.4
H 4.613 0.230 -4.995 -0.2 0.0 0.0
H 4.260 -1.422 -4.440 -0.2 0.1 0.0
H 5.327 -0.373 -3.521 -0.2 0.0 0.0
H 2.344 0.188 -3.929 0.2 -0.1 0.1
H 3.432 1.164 -2.955 0.1 -0.2 0.0
H 3.726 -0.950 -1.686 -0.9 0.4 -0.6
C 2.322 4.404 3.128 0.2 -0.1 -0.7
C 2.219 3.312 2.047 -0.2 0.2 0.3
O 1.566 3.756 0.823 0.5 -0.2 0.8
H 2.754 3.980 4.038 -0.2 0.0 0.0
H 1.336 4.816 3.334 0.0 0.0 0.1
H 2.976 5.228 2.819 -0.1 -0.1 -0.1
H 1.599 2.498 2.442 0.1 0.2 -0.2
H 3.201 2.874 1.825 -0.1 0.2 -0.1
H 2.159 4.352 0.348 -0.1 -0.1 0.1
C -4.809 1.221 2.401 -0.5 -0.3 0.2
C -3.969 2.279 1.752 -0.3 -0.3 -0.7
O -3.343 3.031 2.761 1.3 1.1 -0.5
H -5.441 0.695 1.684 0.2 0.0 -0.1
H -5.498 1.670 3.119 0.2 0.0 0.1
H -4.179 0.489 2.906 -0.1 0.0 0.1
H -4.606 2.912 1.113 0.1 0.1 0.1
H -3.235 1.801 1.082 0.0 0.2 0.1
H -2.599 3.540 2.325 -0.8 -0.6 0.5
```
Positions in Å, forces in eV/Å.

- total energy (Eh) = -2015.4162
- energy relative to the best compared isomer or geometry (same formula, charge and spin) (kJ/mol) = 135.1